The following is a DFT calculation (wB97M-V/def2-TZVPD) of a 2-piece molecular cluster, C2H3IN2O2 overall at a distorted geometry.

XYZ file:
```
10
Properties=species:S:1:pos:R:3:forces:R:3:mulliken_charge:R:1
C 0.74389 -1.46593 -0.08230 0.77 -0.43 -0.53 0.616
C -1.25297 0.71414 0.28464 0.05 1.08 2.78 -0.337
N -0.49184 1.17770 -0.60224 -1.33 -1.11 -1.58 -0.208
N 0.21014 -2.06223 -0.95550 -1.12 -0.94 -1.84 -0.444
O 1.29282 -1.02617 0.82470 0.55 1.04 1.79 -0.402
O 0.69162 1.74943 -0.27304 -0.37 0.00 -0.44 -0.234
I -3.21898 -0.15058 0.01753 1.46 0.57 -0.15 0.065
H -1.01467 0.90323 1.43093 -0.47 -0.63 -2.12 0.334
H 0.62922 1.88229 0.66260 0.56 0.28 1.49 0.326
H 0.33541 -2.01648 -1.96093 -0.10 0.14 0.60 0.285
```
Forces are in eV/Å.

## Properties
* structure (SMILES): O/N=C/I.N=C=O
* ΔE to the lowest compared entry with this formula, charge and spin: 263.5 kJ/mol
* gap between HOMO and LUMO: 9.584 eV
* HOMO level: -9.72 eV